Molecular formula: C8H22AuBF2N2O
Method: DFT, ωB97M-V/def2-TZVPD

Results
**Orbital gap (spin up / spin down)**: 5.6 / 5.6 eV
**Maximum force**: 0.036 hartree/bohr
**HOMO level (spin up / spin down)**: -17.29 / -17.29 eV

The geometry in ORCA input format:
```
! RIJCOSX wB97M-V def2-TZVPD def2/J DEFGRID3
* xyz 2 1
Au 0.94 -0.46 -0.11
N 0.70 1.22 1.64
C 0.72 0.83 3.05
C -0.65 0.42 3.59
C -1.07 -1.03 3.34
C -1.56 -1.37 1.94
N -0.53 -1.95 1.08
H 1.47 1.86 1.44
H -0.17 1.68 1.41
H 1.08 1.68 3.64
H 1.45 0.03 3.20
H -1.42 1.10 3.21
H -0.61 0.56 4.67
H -1.90 -1.23 4.03
H -0.27 -1.70 3.63
H -1.98 -0.49 1.44
H -2.39 -2.09 2.02
H -0.94 -2.51 0.34
H 0.10 -2.54 1.61
C 0.18 -1.70 -3.43
C -0.10 -0.21 -3.46
O -0.48 0.24 -2.18
C -0.99 1.56 -2.09
C 0.10 2.63 -2.10
H 0.63 -2.02 -4.36
H -0.75 -2.26 -3.29
H 0.85 -1.95 -2.61
H -0.89 0.02 -4.19
H 0.80 0.33 -3.81
H -1.53 1.58 -1.14
H -1.69 1.74 -2.91
H 0.92 2.34 -1.44
H -0.32 3.57 -1.75
H 0.48 2.78 -3.10
F 3.39 0.01 -1.79
B 2.87 -0.81 -0.92
F 3.57 -1.85 -0.60
*
```

***

Molecular formula: C17H28N2OP
Method: DFT, ωB97M-V/def2-TZVPD

Results
**Orbital gap**: 7.0 eV
**Maximum force**: 0.091 hartree/bohr
**HOMO level**: -11.40 eV

The geometry in ORCA input format:
```
! RIJCOSX wB97M-V def2-TZVPD def2/J DEFGRID3
* xyz 1 1
C 0.54 1.83 3.78
C 0.23 0.76 2.53
C 1.08 -0.61 2.94
C 0.85 1.47 1.18
C 0.75 0.55 -0.18
C -0.71 0.76 -0.96
C 2.04 1.02 -1.13
O 1.90 0.58 -2.53
P 3.40 1.10 -3.33
H 0.12 1.38 4.80
H 1.73 1.88 3.83
H 0.14 2.91 3.55
H -0.93 0.58 2.49
H 2.22 -0.32 2.76
H 0.96 -0.85 4.10
H 0.75 -1.56 2.33
H 2.00 1.69 1.36
H 0.32 2.53 1.07
H 0.88 -0.60 0.00
H -1.53 0.23 -0.29
H -1.02 1.89 -1.02
H -0.72 0.23 -2.03
H 2.11 2.21 -1.11
H 3.02 0.51 -0.69
H 3.39 0.66 -4.73
H 3.44 2.56 -3.41
H 4.57 0.63 -2.61
N -1.74 -1.58 4.29
C -2.59 -0.93 5.11
C -3.47 -1.57 5.97
C -3.49 -2.96 5.99
C -2.62 -3.66 5.16
C -1.77 -2.93 4.34
H -2.55 0.15 5.05
H -4.14 -0.99 6.61
H -4.16 -3.49 6.65
H -2.60 -4.74 5.16
H -1.07 -3.44 3.68
N 1.40 0.73 -6.42
C 0.86 0.14 -7.51
C -0.44 -0.33 -7.57
C -1.24 -0.20 -6.43
C -0.71 0.39 -5.29
C 0.60 0.84 -5.34
H 1.52 0.06 -8.37
H -0.83 -0.79 -8.47
H -2.26 -0.56 -6.44
H -1.30 0.51 -4.39
H 1.06 1.32 -4.47
*
```

***

Molecular formula: C23H29FN4O2
Method: DFT, ωB97M-V/def2-TZVPD

Results
**Orbital gap**: 9.1 eV
**Maximum force**: 0.017 hartree/bohr
**HOMO level**: -8.68 eV

The geometry in ORCA input format:
```
! RIJCOSX wB97M-V def2-TZVPD def2/J DEFGRID3
* xyz 0 1
C -1.20 2.51 -6.83
C -0.10 2.85 -5.86
O 0.31 3.99 -5.72
N 0.42 1.82 -5.16
C -0.09 0.46 -5.22
H -0.20 0.16 -6.27
C 0.87 -0.50 -4.53
H 0.47 -1.51 -4.61
H 1.84 -0.48 -5.03
C 1.04 -0.16 -3.05
C -0.08 -0.79 -2.22
O -1.06 -1.32 -2.71
N 0.11 -0.68 -0.89
H 0.93 -0.22 -0.54
C -0.86 -1.15 0.08
C -0.17 -1.77 1.24
C -0.29 -1.33 2.54
N 0.52 -2.11 3.30
N 1.16 -3.01 2.54
C 0.76 -2.83 1.31
H 1.13 -3.44 0.51
C 0.77 -2.07 4.68
C -0.19 -1.67 5.59
C 0.10 -1.65 6.94
C 1.36 -2.04 7.37
C 2.33 -2.47 6.47
C 2.03 -2.48 5.13
H 2.75 -2.82 4.40
H 3.29 -2.79 6.84
F 1.64 -2.01 8.68
H -0.64 -1.34 7.67
H -1.18 -1.40 5.26
C -1.10 -0.15 2.97
H -0.60 0.38 3.78
H -2.08 -0.48 3.32
C -1.29 0.79 1.76
C 0.03 1.49 1.44
H 0.85 0.78 1.39
H -0.04 2.02 0.49
H 0.26 2.21 2.22
C -2.34 1.84 2.11
H -2.46 2.55 1.29
H -3.31 1.38 2.30
H -2.05 2.39 3.00
C -1.81 -0.04 0.56
H -2.01 0.63 -0.28
H -2.75 -0.50 0.85
H -1.46 -1.90 -0.46
C 1.01 1.37 -2.84
C 1.40 2.09 -4.13
H 2.40 1.77 -4.46
H 1.42 3.17 -3.99
H 0.00 1.69 -2.56
H 1.69 1.67 -2.04
H 1.99 -0.56 -2.69
H -1.07 0.38 -4.73
H -0.83 1.86 -7.62
H -1.57 3.43 -7.28
H -2.02 2.00 -6.33
*
```

***

Molecular formula: C3H6O2S2
Method: DFT, ωB97M-V/def2-TZVPD

Results
**Orbital gap**: 8.3 eV
**Maximum force**: 0.081 hartree/bohr
**HOMO level**: -8.98 eV

The geometry in ORCA input format:
```
! RIJCOSX wB97M-V def2-TZVPD def2/J DEFGRID3
* xyz 0 1
C -0.17 0.86 0.72
C -1.62 -0.67 -0.37
C -1.47 0.89 0.03
O 3.44 -1.26 0.96
O 3.51 -0.62 -1.41
S 1.21 1.37 0.05
S 3.79 -0.30 -0.07
H -0.02 0.37 1.60
H -0.81 -1.34 -0.14
H -1.91 -0.93 -1.40
H -2.50 -1.11 0.29
H -2.18 1.39 0.70
H -1.28 1.34 -0.96
*
```